No. 1
DFT (ωB97M-V/def2-TZVPD) results for a molecular structure, C4H6CuLiO7 in a non-equilibrium geometry.

Cartesian coordinates (Å):
O: -3.795 2.276 0.261
C: -3.191 1.282 -0.220
O: -3.745 0.436 -0.968
O: -1.917 1.117 0.165
O: 0.907 -1.113 -0.023
C: 0.191 0.061 0.269
C: -1.217 -0.044 -0.278
Li: -5.296 1.632 -0.808
H: 0.700 0.954 -0.122
H: 0.169 0.232 1.360
H: -1.718 -0.949 0.094
H: -1.204 -0.082 -1.376
C: 2.784 -0.802 0.014
O: 3.257 0.331 -0.286
O: 3.071 -1.902 -0.784
H: 3.212 -1.577 -1.679
Cu: 3.543 0.910 1.834
O: 2.750 -1.186 1.324
H: 1.498 -1.575 1.224

Force components x, y, z for each atom (eV/Å):
-0.611 0.354 -0.326
0.497 -0.269 0.749
-0.628 -0.088 -0.580
-0.525 0.469 -0.070
-0.499 0.184 0.704
0.334 -0.130 0.503
0.130 -0.294 -0.235
1.049 -0.185 0.347
-0.041 -0.136 -0.281
-0.290 0.017 -0.129
0.120 0.190 -0.085
-0.024 -0.031 0.249
1.789 -0.603 0.798
-1.432 -1.145 0.050
-0.099 0.392 -0.074
-0.014 0.182 0.039
0.031 0.124 0.073
-2.325 -0.626 -0.143
2.536 1.595 -1.588

The energy comes out at -63422.6777 eV. As for the net charge: -1. As for the multiplicity: 2. As for the HOMO energy (alpha / beta): -1.431 / -4.232 eV. The value obtained for the HOMO-LUMO gap (alpha / beta) is 0.087 / 0.190 Ha. The energy relative to the best compared isomer or geometry (same formula, charge and spin) is 0.987 eV.

Here is what Löwdin gives for the atomic charges, in e:
1. O -0.1057
2. C -0.8139
3. O -0.1041
4. O 0.0161
5. O -0.2170
6. C -0.2808
7. C -0.1596
8. Li 0.8221
9. H 0.1214
10. H 0.1200
11. H 0.1307
12. H 0.1309
13. C -0.7766
14. O -0.1004
15. O 0.0453
16. H 0.0976
17. Cu 0.0052
18. O -0.1853
19. H 0.2540

No. 2
DFT (ωB97M-V/def2-TZVPD) results for a molecular structure, C4H6DyO3 in a non-equilibrium geometry.

Cartesian coordinates (Å):
O: -1.111 -0.669 -1.325
O: 0.401 -1.226 0.178
O: -1.309 -0.006 0.729
C: 1.461 -0.291 -0.050
C: 2.752 -0.954 0.258
C: -0.825 -0.888 -0.153
H: 3.550 -0.203 0.311
H: 2.708 -1.490 1.223
H: 3.032 -1.692 -0.516
Dy: 0.697 1.756 -0.882
C: -2.715 0.279 0.654
H: -3.342 -0.248 -0.071
H: -2.793 1.337 0.385
H: -3.095 0.044 1.651

Force components x, y, z for each atom (eV/Å):
0.035 -2.179 0.377
5.192 -0.112 0.847
0.006 -1.952 1.267
-1.521 -5.385 1.267
-0.363 1.005 0.379
-0.786 6.436 -3.528
-0.093 -0.181 -0.085
-0.136 -0.034 -0.316
-0.318 0.048 0.017
-1.203 1.535 -0.842
-1.456 0.864 0.515
0.888 -0.419 -0.153
-0.180 -0.100 0.455
-0.065 0.475 -0.198

The energy comes out at -34449.2936 eV. As for the net charge: +2. As for the multiplicity: 7. As for the HOMO energy (alpha / beta): -18.514 / -19.198 eV. The value obtained for the HOMO-LUMO gap (alpha / beta) is 0.293 / 0.321 Ha. The energy relative to the best compared isomer or geometry (same formula, charge and spin) is 0.119 eV.

Here is what Löwdin gives for the atomic charges, in e:
1. O 0.1138
2. O 0.0798
3. O -0.0590
4. C -0.1773
5. C -0.0148
6. C -0.5752
7. H 0.0995
8. H 0.1389
9. H 0.1465
10. Dy 1.8793
11. C 0.0145
12. H 0.1248
13. H 0.1060
14. H 0.1232

No. 3
DFT (ωB97M-V/def2-TZVPD) results for a molecular structure, C4H6F18Na3O3P3 in a non-equilibrium geometry.

Cartesian coordinates (Å):
Na: 0.190 1.820 -1.791
Na: 0.116 -3.655 -1.798
Na: -4.029 -1.332 -0.921
P: -3.460 2.074 -2.544
F: -4.759 1.524 -3.369
F: -3.906 0.994 -1.349
F: -2.514 0.943 -3.196
F: -2.173 2.740 -1.772
F: -3.150 3.036 -3.801
F: -4.389 3.190 -1.816
P: 1.283 -0.654 -4.329
F: 1.397 0.429 -5.508
F: 0.643 -1.693 -5.371
F: 2.793 -1.167 -4.661
F: 1.152 -1.686 -3.060
F: 1.934 0.386 -3.221
F: -0.179 -0.057 -3.967
P: -0.596 -0.935 -0.002
F: -0.781 -0.451 -1.520
F: -2.016 -0.344 0.394
F: -1.340 -2.406 -0.274
F: -0.353 -1.395 1.528
F: 0.808 -1.625 -0.427
F: 0.091 0.473 0.379
C: 1.709 -1.642 3.974
C: 1.762 -0.191 3.459
C: 0.871 0.697 4.347
O: 1.736 1.809 4.586
C: 2.993 1.514 4.183
O: 3.886 2.298 4.168
O: 3.096 0.213 3.825
H: 0.700 -1.993 4.200
H: 2.299 -1.774 4.879
H: 2.069 -2.368 3.242
H: 1.619 -0.170 2.384
H: 0.518 0.340 5.316
H: -0.020 1.058 3.830

Force components x, y, z for each atom (eV/Å):
-0.308 -0.455 -0.472
0.362 0.952 -0.113
0.449 0.936 -0.074
-1.815 1.369 -2.070
0.347 -0.240 0.363
0.899 -0.086 0.424
-0.132 -0.059 0.743
0.237 -1.118 0.593
0.077 0.097 0.488
0.498 -0.620 -0.219
0.923 1.254 -1.075
0.232 0.179 0.357
-0.002 -0.497 0.730
-0.922 -0.241 0.441
-0.265 -1.244 -0.260
-0.219 0.543 -0.021
0.065 -0.256 0.115
1.199 0.037 1.430
-0.427 -0.407 0.387
-1.121 -0.005 -0.122
-0.186 -0.158 -0.869
-0.161 -0.266 -0.320
-0.206 -0.065 0.151
0.452 0.347 -0.594
-0.606 -0.743 -0.617
0.052 -2.710 2.338
0.016 0.912 -0.856
0.036 0.295 -0.162
0.523 0.441 0.214
-0.017 -0.079 0.171
-0.575 1.110 -0.739
-0.141 0.325 -0.041
0.039 0.328 0.009
0.242 0.209 -0.086
-0.138 0.559 0.049
0.460 -0.644 -0.115
0.134 0.001 -0.179

The energy comes out at -100441.1041 eV. As for the HOMO energy: -10.792 eV. The value obtained for the HOMO-LUMO gap is 0.318 Ha.

Here is what Löwdin gives for the atomic charges, in e:
1. Na 0.6776
2. Na 0.7846
3. Na 0.7980
4. P 0.2217
5. F -0.1725
6. F -0.2195
7. F -0.1558
8. F -0.1685
9. F -0.1443
10. F -0.1498
11. P 0.1875
12. F -0.1381
13. F -0.1390
14. F -0.1534
15. F -0.1964
16. F -0.1857
17. F -0.1686
18. P 0.1849
19. F -0.1358
20. F -0.1188
21. F -0.1963
22. F -0.1280
23. F -0.1385
24. F -0.1233
25. C -0.0364
26. C -0.2806
27. C -0.0778
28. O 0.0579
29. C -0.5674
30. O 0.1661
31. O 0.0729
32. H 0.0784
33. H 0.0906
34. H 0.0779
35. H 0.1298
36. H 0.1348
37. H 0.1321